{
  "formula": "C70H68F5GeHfN3O2P2Se2Si2",
  "method": "ωB97M-V/def2-TZVPD",
  "elements": ["Hf", "C", "Si", "C", "C", "N", "P", "C", "P", "N", "Si", "C", "C", "C", "C", "C", "C", "C", "C", "C", "C", "C", "C", "C", "C", "C", "C", "C", "C", "C", "C", "C", "C", "C", "C", "C", "C", "C", "H", "H", "H", "H", "H", "H", "H", "H", "H", "H", "H", "H", "H", "H", "H", "H", "H", "H", "H", "H", "H", "H", "H", "H", "H", "H", "H", "H", "H", "H", "H", "H", "H", "H", "H", "H", "H", "H", "C", "C", "C", "C", "C", "C", "C", "C", "C", "C", "O", "O", "H", "H", "H", "H", "H", "H", "H", "H", "H", "H", "H", "F", "C", "C", "F", "C", "F", "C", "Se", "C", "F", "C", "F", "C", "C", "C", "C", "C", "C", "Ge", "C", "C", "C", "C", "C", "C", "C", "C", "C", "C", "C", "C", "H", "H", "H", "H", "H", "H", "H", "H", "H", "H", "H", "H", "H", "H", "H", "Se", "C", "C", "C", "N", "C", "C", "H", "H", "H", "H"],
  "xyz": [[-0.124, 0.434, 0.515], [-3.739, 2.835, 1.480], [-3.848, 1.004, 1.221], [-4.963, 0.377, 2.584], [-4.824, 0.827, -0.365], [-2.294, 0.177, 1.185], [-2.140, -1.449, 1.266], [-0.587, -1.848, 0.667], [0.644, -2.067, 1.823], [1.143, -0.578, 2.223], [2.107, 0.023, 3.555], [3.414, -1.213, 4.075], [3.093, 1.549, 3.163], [1.112, 0.368, 5.113], [0.267, -3.218, 3.201], [0.016, -4.545, 2.836], [-0.149, -5.526, 3.797], [-0.056, -5.196, 5.148], [0.176, -3.883, 5.518], [0.335, -2.896, 4.546], [2.037, -3.085, 1.179], [2.944, -3.644, 2.084], [4.009, -4.416, 1.656], [4.180, -4.661, 0.299], [3.290, -4.117, -0.610], [2.230, -3.327, -0.172], [-2.553, -1.967, 2.956], [-2.487, -1.025, 3.978], [-2.832, -1.376, 5.279], [-3.252, -2.665, 5.564], [-3.301, -3.619, 4.552], [-2.945, -3.272, 3.259], [-3.430, -2.218, 0.215], [-4.650, -2.726, 0.651], [-5.597, -3.181, -0.262], [-5.335, -3.128, -1.623], [-4.122, -2.617, -2.070], [-3.182, -2.169, -1.157], [-4.753, 3.229, 1.332], [-3.085, 3.316, 0.755], [-3.387, 3.100, 2.475], [-5.893, 0.952, 2.498], [-4.549, 0.548, 3.580], [-5.216, -0.682, 2.498], [-5.886, 0.953, -0.126], [-4.709, -0.131, -0.867], [-4.552, 1.620, -1.066], [4.078, -1.488, 3.252], [3.014, -2.124, 4.529], [4.017, -0.704, 4.836], [4.012, 1.302, 2.629], [3.375, 2.022, 4.111], [2.537, 2.268, 2.569], [1.472, -0.254, 5.941], [0.040, 0.221, 4.992], [1.254, 1.412, 5.394], [-0.038, -4.807, 1.785], [-0.338, -6.549, 3.497], [-0.173, -5.962, 5.904], [0.231, -3.612, 6.566], [0.505, -1.876, 4.855], [2.809, -3.495, 3.147], [4.696, -4.834, 2.382], [5.007, -5.270, -0.046], [3.425, -4.288, -1.666], [1.558, -2.880, -0.883], [-2.163, -0.014, 3.759], [-2.770, -0.633, 6.066], [-3.528, -2.937, 6.576], [-3.601, -4.635, 4.774], [-2.971, -4.024, 2.479], [-4.885, -2.758, 1.707], [-6.542, -3.572, 0.096], [-6.074, -3.483, -2.331], [-3.900, -2.561, -3.129], [-2.248, -1.755, -1.511], [-4.522, 5.764, -4.250], [-3.706, 4.769, -3.468], [-2.842, 5.182, -2.468], [-2.060, 4.289, -1.741], [-1.106, 4.897, -0.737], [-2.184, 2.911, -2.021], [-3.035, 2.472, -3.056], [-3.154, 1.038, -3.495], [-3.777, 3.414, -3.755], [-1.396, 1.927, -1.239], [-1.443, 0.674, -1.404], [-0.596, 2.330, -0.329], [-4.547, 6.734, -3.753], [-5.550, 5.417, -4.373], [-4.107, 5.912, -5.249], [-2.754, 6.240, -2.246], [-1.170, 5.983, -0.809], [-0.077, 4.594, -0.914], [-1.324, 4.595, 0.288], [-3.416, 0.363, -2.684], [-2.197, 0.700, -3.889], [-3.903, 0.959, -4.284], [-4.435, 3.069, -4.546], [2.328, 7.023, 4.730], [1.674, 5.944, 4.275], [1.746, 5.591, 2.945], [2.469, 6.339, 2.101], [1.062, 4.477, 2.490], [1.174, 4.219, 1.183], [0.308, 3.657, 3.317], [-0.700, 2.142, 2.744], [0.244, 4.060, 4.646], [-0.490, 3.391, 5.548], [0.912, 5.174, 5.128], [0.820, 5.513, 6.422], [-1.799, -3.780, -4.622], [-1.644, -2.528, -5.197], [-0.927, -1.535, -4.535], [-0.344, -1.760, -3.286], [-0.557, -3.016, -2.705], [-1.262, -4.015, -3.364], [0.904, -0.424, -2.484], [2.663, -1.155, -3.007], [2.810, -2.401, -3.614], [4.036, -2.810, -4.134], [5.143, -1.981, -4.044], [5.011, -0.724, -3.464], [3.781, -0.315, -2.970], [0.892, 1.114, -3.740], [1.194, 0.837, -5.079], [1.214, 1.837, -6.043], [0.937, 3.152, -5.689], [0.667, 3.455, -4.364], [0.658, 2.447, -3.404], [-2.353, -4.555, -5.138], [-2.075, -2.316, -6.168], [-0.808, -0.579, -5.025], [-0.229, -3.211, -1.695], [-1.413, -4.972, -2.878], [1.958, -3.066, -3.705], [4.121, -3.783, -4.606], [6.100, -2.303, -4.439], [5.865, -0.059, -3.402], [3.686, 0.685, -2.568], [1.439, -0.177, -5.377], [1.451, 1.588, -7.070], [0.946, 3.935, -6.439], [0.467, 4.478, -4.066], [0.499, 2.734, -2.375], [2.203, 1.628, -0.301], [3.897, 0.854, 0.037], [5.007, 1.674, -0.141], [6.268, 1.148, 0.084], [6.500, -0.113, 0.459], [5.425, -0.887, 0.617], [4.119, -0.458, 0.420], [4.893, 2.707, -0.443], [7.142, 1.779, -0.047], [5.606, -1.914, 0.918], [3.298, -1.142, 0.560]],
  "forces_ev_per_angstrom": [[0.0, -0.6, 1.9], [0.0, 0.3, 0.1], [0.3, -0.2, 0.0], [-0.1, -0.1, 0.2], [-0.1, 0.0, -0.2], [0.1, -0.2, 0.0], [-0.2, -0.1, -0.4], [-0.1, 0.3, 0.3], [0.1, -0.2, -0.1], [-0.1, 0.0, -0.3], [-0.1, -0.2, -0.2], [0.2, -0.1, 0.1], [0.1, 0.1, 0.0], [-0.1, 0.0, 0.2], [-0.1, -0.1, 0.0], [0.0, 0.0, 0.0], [0.0, 0.1, 0.0], [0.0, 0.0, 0.0], [0.0, 0.0, -0.1], [-0.1, 0.0, 0.1], [0.1, 0.0, 0.1], [0.0, -0.1, 0.1], [0.0, 0.0, -0.1], [0.0, 0.0, 0.0], [0.0, 0.1, 0.0], [0.1, -0.1, 0.0], [-0.1, -0.1, 0.1], [0.1, 0.0, 0.1], [0.1, 0.0, 0.0], [0.0, 0.0, 0.0], [0.1, 0.1, 0.1], [0.0, 0.0, 0.0], [0.0, 0.0, -0.1], [-0.1, 0.0, 0.1], [0.1, 0.0, 0.0], [0.1, 0.0, 0.0], [-0.1, 0.0, 0.0], [0.0, 0.0, 0.1], [0.0, 0.0, 0.0], [0.0, 0.0, 0.0], [0.0, 0.0, 0.0], [0.0, 0.0, 0.0], [-0.1, 0.0, -0.1], [0.0, 0.1, 0.0], [0.0, 0.0, 0.0], [0.0, 0.0, 0.0], [0.0, -0.1, 0.0], [0.0, 0.0, 0.1], [0.0, 0.1, 0.0], [0.0, -0.1, 0.0], [0.0, 0.0, 0.0], [0.0, 0.0, 0.0], [0.0, 0.1, 0.0], [0.0, 0.0, 0.0], [0.0, 0.0, 0.0], [0.0, 0.0, 0.1], [0.0, 0.0, 0.0], [0.0, 0.0, 0.0], [0.0, 0.0, 0.0], [0.0, 0.0, 0.0], [0.0, 0.0, 0.0], [0.0, -0.1, -0.1], [0.0, 0.0, 0.0], [0.0, 0.0, 0.0], [0.0, 0.0, -0.1], [-0.1, 0.0, -0.1], [0.0, 0.0, 0.0], [0.0, 0.0, 0.0], [0.0, 0.0, 0.0], [0.0, 0.0, 0.0], [0.0, 0.0, 0.0], [0.0, 0.0, 0.0], [0.0, 0.0, 0.0], [0.0, 0.0, 0.0], [0.0, 0.0, 0.0], [0.0, 0.0, 0.1], [0.0, 0.0, 0.0], [0.0, 0.1, 0.0], [0.1, 0.0, 0.0], [0.0, 0.1, 0.0], [-0.2, 0.0, -0.1], [0.0, -0.1, 0.0], [-0.1, 0.0, 0.0], [0.1, 0.1, 0.0], [-0.1, 0.0, 0.0], [0.1, 0.0, -0.1], [-0.1, 0.0, -0.4], [-0.3, 0.7, -0.5], [0.0, 0.0, 0.0], [0.0, 0.0, 0.0], [0.0, 0.0, 0.0], [0.0, 0.0, 0.0], [0.0, 0.0, 0.0], [0.0, 0.0, -0.1], [0.0, 0.0, 0.0], [0.0, 0.0, 0.0], [0.0, -0.1, 0.0], [0.0, 0.0, 0.0], [0.0, 0.0, 0.0], [0.0, 0.0, 0.0], [0.1, 0.1, 0.1], [0.0, 0.0, 0.0], [0.0, 0.0, 0.0], [0.2, 0.1, -0.1], [-0.1, -0.1, 0.1], [-0.1, -0.2, -0.1], [0.0, 0.2, 0.3], [0.1, 0.2, 0.3], [0.0, -0.1, -0.1], [-0.1, -0.1, 0.1], [0.0, 0.0, 0.0], [0.0, 0.0, 0.0], [0.0, 0.1, 0.0], [0.0, -0.1, 0.0], [-0.1, -0.2, 0.0], [0.0, 0.0, -0.2], [0.0, 0.1, 0.0], [0.2, 0.1, -0.3], [0.2, 0.0, -0.1], [0.0, -0.1, 0.0], [0.0, 0.0, 0.1], [0.0, 0.0, 0.0], [0.0, 0.0, 0.0], [0.0, -0.1, 0.0], [-0.1, 0.2, -0.1], [0.0, 0.1, 0.0], [0.0, 0.0, 0.0], [0.0, 0.0, 0.0], [0.0, -0.1, 0.0], [0.0, 0.0, -0.1], [0.0, 0.0, 0.0], [0.0, 0.0, 0.0], [0.0, 0.0, 0.0], [0.1, 0.0, 0.1], [0.0, 0.0, 0.0], [0.0, 0.0, 0.0], [0.0, 0.0, 0.0], [0.0, 0.0, 0.0], [0.0, 0.0, 0.0], [0.0, 0.0, 0.0], [0.0, 0.0, 0.0], [0.0, 0.0, 0.0], [0.0, 0.0, 0.0], [0.0, 0.0, 0.0], [0.1, 0.0, 0.0], [-0.1, 0.1, -0.2], [0.0, 0.0, 0.0], [0.2, -0.1, 0.0], [0.0, 0.0, 0.0], [-0.1, 0.0, 0.0], [0.0, 0.1, 0.0], [0.1, 0.0, 0.0], [0.0, 0.0, 0.0], [0.0, 0.0, 0.0], [0.0, 0.0, 0.0], [0.0, 0.0, 0.0]],
  "spin_multiplicity": 2,
  "de_lowest_kcal_mol": 0.0,
  "lumo_ev": [2.3, 0.9],
  "charge": -1,
  "fmax_ev_per_a": 2.0,
  "orbital_gap_ev": [6.827, 5.875]
}